# 1
Below is 6 unconnected molecules or ions with the total composition C46H102Br3Cl2FN11O6, with properties calculated with ωB97M-V/def2-TZVPD.

net charge = +1

Element x y z (Å)
1 C -2.387 3.459 -8.284
2 C -1.610 4.439 -7.447
3 O -0.550 4.863 -7.771
4 N -2.237 4.865 -6.234
5 C -1.872 4.030 -5.079
6 C -2.771 2.797 -4.946
7 C -2.725 2.188 -3.541
8 C -1.274 1.900 -3.108
9 N -1.138 0.742 -2.208
10 C -2.083 0.770 -1.076
11 C -2.233 2.110 -0.333
12 C -0.956 2.847 0.077
13 Br -0.496 2.568 1.923
14 C -0.297 -0.254 -2.443
15 N -0.268 -1.372 -1.634
16 C 0.439 -1.421 -0.321
17 N 0.387 -0.206 0.426
18 C -0.298 -2.674 -2.335
19 C -1.757 -2.972 -2.746
20 C 0.777 -2.789 -3.484
21 C 2.159 -2.669 -2.788
22 C 3.471 -2.875 -3.531
23 N 3.778 -1.722 -4.401
24 C 0.526 -4.158 -4.181
25 Br 0.627 -5.584 -2.802
26 C 1.349 -4.766 -5.350
27 C 0.513 -5.848 -6.045
28 Br 1.973 -3.538 -6.711
29 C 0.553 -1.552 -4.405
30 C -0.580 -1.658 -5.463
31 C -1.703 -0.619 -5.361
32 C -2.852 -0.962 -6.290
33 F -2.432 -0.889 -7.609
34 N 0.462 -0.290 -3.613
35 C 1.331 0.742 -4.023
36 Cl 1.188 1.145 -5.719
37 C 2.225 1.398 -3.280
38 C 2.480 1.144 -1.823
39 Cl 3.158 2.667 -3.967
40 H -3.440 3.735 -8.287
41 H -1.989 3.482 -9.297
42 H -2.289 2.449 -7.879
43 H -1.910 5.811 -6.064
44 H -0.822 3.719 -5.153
45 H -1.994 4.635 -4.176
46 H -3.797 3.128 -5.133
47 H -2.540 2.042 -5.700
48 H -3.208 2.891 -2.860
49 H -3.299 1.258 -3.525
50 H -0.858 2.780 -2.607
51 H -0.695 1.747 -4.003
52 H -3.072 0.543 -1.485
53 H -1.854 -0.022 -0.375
54 H -2.789 1.857 0.572
55 H -2.871 2.800 -0.885
56 H -0.118 2.523 -0.534
57 H -1.062 3.922 -0.050
58 H -0.038 -2.241 0.230
59 H 1.482 -1.719 -0.448
60 H -0.238 -0.288 1.228
61 H 1.308 0.035 0.772
62 H -0.038 -3.391 -1.559
63 H -1.940 -2.965 -3.815
64 H -2.420 -2.225 -2.303
65 H -2.079 -3.942 -2.363
66 H 2.219 -1.663 -2.376
67 H 2.139 -3.345 -1.929
68 H 3.512 -3.792 -4.116
69 H 4.252 -2.981 -2.766
70 H 3.673 -0.874 -3.847
71 H 4.763 -1.747 -4.646
72 H -0.513 -4.230 -4.488
73 H 2.217 -5.266 -4.929
74 H -0.502 -5.496 -6.244
75 H 0.479 -6.748 -5.430
76 H 0.968 -6.106 -7.000
77 H 1.479 -1.419 -4.962
78 H -1.061 -2.634 -5.466
79 H -0.123 -1.562 -6.447
80 H -1.332 0.368 -5.633
81 H -2.132 -0.616 -4.352
82 H -3.210 -1.981 -6.104
83 H -3.701 -0.287 -6.150
84 H 2.706 0.101 -1.612
85 H 3.341 1.731 -1.504
86 H 1.638 1.475 -1.221
87 C 1.933 7.573 3.442
88 C 1.873 6.053 3.544
89 C 3.152 5.408 4.094
90 O 4.225 5.341 3.175
91 C 5.006 6.517 3.064
92 N 1.489 5.496 2.244
93 H 2.521 7.894 2.582
94 H 0.929 7.978 3.317
95 H 2.369 8.015 4.339
96 H 1.079 5.801 4.254
97 H 2.925 4.368 4.345
98 H 3.474 5.905 5.018
99 H 5.091 7.029 4.027
100 H 4.596 7.210 2.326
101 H 6.001 6.218 2.737
102 H 1.349 4.494 2.342
103 H 2.293 5.584 1.627
104 C -0.122 -1.611 4.415
105 C -1.230 -0.621 4.075
106 C -2.498 -0.771 4.922
107 O -3.310 -1.870 4.562
108 C -2.937 -3.117 5.124
109 N -1.536 -0.700 2.639
110 H -0.328 -2.606 4.018
111 H 0.825 -1.279 3.985
112 H 0.017 -1.695 5.494
113 H -0.844 0.385 4.271
114 H -3.120 0.114 4.761
115 H -2.253 -0.807 5.990
116 H -2.538 -2.993 6.134
117 H -2.200 -3.639 4.508
118 H -3.835 -3.731 5.176
119 H -2.190 0.044 2.406
120 H -2.057 -1.561 2.485
121 C 4.926 0.967 1.731
122 C 3.726 0.429 2.501
123 C 4.020 0.009 3.942
124 O 4.686 -1.229 4.064
125 C 6.099 -1.192 3.949
126 N 3.101 -0.656 1.727
127 H 5.588 0.163 1.407
128 H 4.592 1.493 0.836
129 H 5.503 1.667 2.335
130 H 2.989 1.237 2.569
131 H 3.060 -0.138 4.446
132 H 4.556 0.794 4.489
133 H 6.505 -0.265 4.364
134 H 6.425 -1.297 2.911
135 H 6.494 -2.034 4.516
136 H 2.241 -0.941 2.189
137 H 3.704 -1.473 1.792
138 C 2.455 -4.513 7.978
139 C 3.350 -3.544 7.213
140 C 3.350 -2.116 7.772
141 O 2.188 -1.362 7.465
142 C 1.082 -1.576 8.320
143 N 2.993 -3.572 5.794
144 H 1.402 -4.364 7.734
145 H 2.704 -5.540 7.713
146 H 2.576 -4.401 9.057
147 H 4.378 -3.908 7.300
148 H 4.175 -1.570 7.308
149 H 3.522 -2.116 8.856
150 H 1.403 -1.762 9.349
151 H 0.462 -2.413 7.986
152 H 0.476 -0.670 8.304
153 H 3.659 -3.016 5.263
154 H 2.114 -3.070 5.696
155 C -8.026 -1.511 0.347
156 C -7.420 -0.470 -0.588
157 C -5.886 -0.477 -0.613
158 O -5.264 0.108 0.517
159 C -5.170 -0.732 1.657
160 N -7.976 0.843 -0.262
161 H -7.965 -1.200 1.389
162 H -9.081 -1.649 0.114
163 H -7.527 -2.477 0.246
164 H -7.740 -0.714 -1.606
165 H -5.562 0.128 -1.467
166 H -5.504 -1.496 -0.766
167 H -5.008 -1.776 1.370
168 H -6.059 -0.668 2.285
169 H -4.322 -0.398 2.250
170 H -7.687 1.527 -0.954
171 H -7.567 1.161 0.611

# 2
Below is a molecular structure, C36H36AsBF6IO3, with properties calculated with ωB97M-V/def2-TZVPD.

net charge = -1

Element x y z (Å)
1 O -0.987 3.305 -5.475
2 B -0.432 3.883 -4.314
3 O -0.923 5.127 -3.961
4 O 0.524 3.214 -3.675
5 As 0.432 3.072 -1.756
6 I 0.472 2.777 0.903
7 H -0.385 3.534 -6.205
8 H -0.170 5.695 -3.743
9 H 0.679 1.543 -1.875
10 H -1.130 2.885 -1.784
11 H 0.280 4.565 -1.534
12 H 2.007 3.288 -1.701
13 F 5.258 4.105 -1.868
14 C 5.419 2.946 -2.534
15 C 4.525 2.613 -3.530
16 C 4.704 1.424 -4.217
17 C 5.759 0.582 -3.895
18 C 6.644 0.934 -2.887
19 C 6.479 2.128 -2.200
20 H 3.698 3.273 -3.758
21 H 4.012 1.154 -5.002
22 H 5.891 -0.350 -4.430
23 H 7.464 0.278 -2.630
24 H 7.160 2.425 -1.414
25 F 0.582 6.556 -2.224
26 C 1.262 7.718 -2.183
27 C 2.615 7.701 -2.450
28 C 3.314 8.897 -2.411
29 C 2.659 10.081 -2.101
30 C 1.297 10.069 -1.832
31 C 0.587 8.880 -1.875
32 H 3.105 6.764 -2.679
33 H 4.374 8.903 -2.622
34 H 3.210 11.011 -2.067
35 H 0.786 10.990 -1.585
36 H -0.476 8.846 -1.675
37 F 1.184 -1.339 0.889
38 C 0.317 -1.663 1.861
39 C -0.114 -0.688 2.739
40 C -1.010 -1.043 3.735
41 C -1.456 -2.353 3.851
42 C -1.006 -3.316 2.960
43 C -0.116 -2.972 1.953
44 H 0.244 0.329 2.638
45 H -1.362 -0.289 4.426
46 H -2.152 -2.622 4.632
47 H -1.349 -4.339 3.049
48 H 0.242 -3.706 1.243
49 F -2.640 -4.153 6.345
50 C -1.730 -4.924 6.972
51 C -0.637 -4.322 7.560
52 C 0.294 -5.120 8.206
53 C 0.127 -6.497 8.249
54 C -0.977 -7.080 7.645
55 C -1.918 -6.290 7.004
56 H -0.522 -3.248 7.507
57 H 1.154 -4.664 8.677
58 H 0.860 -7.115 8.751
59 H -1.109 -8.153 7.671
60 H -2.787 -6.725 6.532
61 F 0.666 3.879 -8.189
62 C 0.002 3.454 -9.281
63 C 0.068 2.119 -9.622
64 C -0.619 1.685 -10.745
65 C -1.348 2.584 -11.510
66 C -1.396 3.922 -11.147
67 C -0.720 4.366 -10.021
68 H 0.645 1.438 -9.013
69 H -0.584 0.641 -11.022
70 H -1.881 2.241 -12.386
71 H -1.963 4.625 -11.742
72 H -0.751 5.402 -9.714
73 F -3.847 -8.889 6.224
74 C -4.691 -9.231 7.220
75 C -5.104 -8.263 8.111
76 C -5.975 -8.621 9.128
77 C -6.410 -9.933 9.246
78 C -5.977 -10.890 8.340
79 C -5.113 -10.540 7.313
80 H -4.748 -7.247 8.009
81 H -6.313 -7.873 9.831
82 H -7.087 -10.209 10.042
83 H -6.313 -11.914 8.431
84 H -4.769 -11.269 6.592

# 3
Below is 6 unconnected molecules or ions with the total composition C38H43N7O13P, with properties calculated with ωB97M-V/def2-TZVPD.

net charge = -1

Element x y z (Å)
1 C 1.174 0.350 5.312
2 C 0.646 1.105 4.040
3 C 1.737 1.199 2.882
4 C 1.724 2.666 2.350
5 C 2.737 2.963 1.195
6 C 3.951 3.731 1.853
7 N 4.590 2.920 2.911
8 N 2.215 3.887 0.142
9 P 0.786 3.251 -0.624
10 C 1.013 3.182 -2.487
11 O -0.410 4.452 -0.343
12 C 3.319 1.690 0.474
13 O 2.631 0.762 0.008
14 O 4.596 1.662 0.325
15 H 1.895 -0.432 4.981
16 H 1.624 1.086 6.012
17 H 0.358 -0.201 5.844
18 H 0.269 2.102 4.354
19 H -0.218 0.508 3.655
20 H 2.708 0.939 3.348
21 H 1.398 0.492 2.101
22 H 2.005 3.318 3.217
23 H 0.667 2.925 2.114
24 H 3.477 4.601 2.383
25 H 4.658 4.127 1.096
26 H 5.485 2.585 2.561
27 H 4.738 3.470 3.753
28 H 2.941 3.880 -0.587
29 H 0.223 3.837 -2.926
30 H 1.997 3.580 -2.824
31 H 0.880 2.132 -2.817
32 H 0.030 5.282 -0.611
33 C 0.724 -3.467 -0.913
34 C -0.340 -3.757 -1.763
35 C -1.199 -2.748 -2.168
36 C -0.980 -1.453 -1.718
37 C 0.074 -1.154 -0.863
38 C 0.928 -2.169 -0.461
39 N -1.863 -0.371 -2.159
40 O -2.797 -0.648 -2.905
41 O -1.600 0.738 -1.757
42 H 1.397 -4.258 -0.603
43 H -0.495 -4.771 -2.111
44 H -2.023 -2.980 -2.830
45 H 0.246 -0.142 -0.508
46 H 1.755 -1.945 0.201
47 C -3.811 -3.480 8.379
48 C -4.581 -2.530 7.720
49 C -4.130 -1.974 6.531
50 C -2.911 -2.382 6.012
51 C -2.132 -3.323 6.666
52 C -2.587 -3.873 7.855
53 N -2.441 -1.814 4.742
54 O -3.139 -0.974 4.206
55 O -1.383 -2.219 4.302
56 H -4.168 -3.917 9.305
57 H -5.535 -2.224 8.131
58 H -4.735 -1.235 6.024
59 H -1.178 -3.637 6.263
60 H -1.988 -4.612 8.373
61 C -0.973 -0.569 -5.293
62 C 0.407 -0.589 -5.466
63 C 0.951 -0.415 -6.729
64 C 0.104 -0.217 -7.810
65 C -1.275 -0.202 -7.651
66 C -1.813 -0.380 -6.385
67 N 0.675 -0.008 -9.145
68 O 1.887 -0.045 -9.257
69 O -0.095 0.196 -10.069
70 H -1.398 -0.700 -4.303
71 H 1.058 -0.738 -4.612
72 H 2.026 -0.432 -6.855
73 H -1.932 -0.053 -8.493
74 H -2.885 -0.367 -6.247
75 C 6.102 -2.630 7.205
76 C 5.811 -3.698 8.045
77 C 4.566 -3.786 8.650
78 C 3.621 -2.801 8.403
79 C 3.905 -1.727 7.573
80 C 5.152 -1.644 6.973
81 N 2.295 -2.905 9.023
82 O 2.087 -3.853 9.762
83 O 1.477 -2.044 8.762
84 H 7.073 -2.566 6.729
85 H 6.554 -4.464 8.225
86 H 4.347 -4.621 9.302
87 H 3.172 -0.954 7.381
88 H 5.383 -0.811 6.320
89 C -5.752 3.308 -11.644
90 C -5.970 3.820 -10.371
91 C -5.595 3.088 -9.255
92 C -5.000 1.848 -9.427
93 C -4.785 1.324 -10.692
94 C -5.164 2.060 -11.804
95 N -4.580 1.081 -8.248
96 O -4.800 1.560 -7.154
97 O -4.031 0.009 -8.436
98 H -6.040 3.885 -12.515
99 H -6.429 4.793 -10.250
100 H -5.768 3.494 -8.267
101 H -4.324 0.354 -10.825
102 H -4.998 1.663 -12.798

no.,LUMO energy (eV)
1,-2.61
2,1.85
3,0.68